Entry 1:
59
Properties=species:S:1:pos:R:3:forces:R:3 method="wB97M-V/def2-TZVPD" total_charge=+1 spin_multiplicity=1
C -4.592 -1.129 -1.752 0.189 0.358 0.300
C -4.269 0.264 -2.285 -0.400 -0.431 -0.547
F -4.044 1.127 -1.210 0.168 0.120 0.329
C -3.096 0.369 -3.243 0.002 -0.506 -0.030
C -1.849 -0.495 -2.918 0.739 1.324 -0.334
C -1.505 -0.206 -1.501 -0.349 -0.813 -0.213
N -0.376 0.345 -1.308 -0.211 0.376 0.541
C -0.006 0.795 0.052 -0.177 -0.119 0.235
C -0.943 1.915 0.541 0.114 0.170 0.070
C -0.217 3.139 1.095 -0.361 -0.213 -0.435
S 0.732 3.921 -0.214 -0.252 0.198 -0.083
O 0.403 3.294 -1.455 0.078 -0.188 -0.141
O 0.623 5.330 -0.095 0.176 0.164 0.271
O 2.220 3.440 0.102 -0.145 -0.288 -0.052
C 0.428 0.441 -2.538 0.304 -1.200 -0.365
C -0.600 0.095 -3.628 0.439 0.710 -0.493
H -4.179 -1.231 -0.747 0.053 -0.091 0.006
H -4.176 -1.915 -2.374 -0.143 -0.108 -0.131
H -5.665 -1.244 -1.649 -0.078 -0.187 -0.067
H -5.151 0.634 -2.805 -0.002 0.286 0.034
H -2.767 1.406 -3.273 -0.129 0.149 0.009
H -3.455 0.123 -4.242 0.093 -0.092 -0.095
H -1.939 -1.547 -3.169 -0.296 -0.184 0.409
H -2.184 -0.407 -0.683 0.142 0.115 0.182
H 1.038 1.086 0.093 0.090 0.017 -0.373
H -0.127 -0.064 0.711 0.127 -0.112 -0.015
H -1.573 2.259 -0.276 -0.054 -0.092 -0.076
H -1.606 1.528 1.312 -0.015 -0.004 0.079
H -0.953 3.889 1.374 0.071 0.078 0.209
H 0.419 2.899 1.945 0.065 0.096 0.072
H 2.384 3.560 1.045 0.353 0.285 0.147
H 0.949 1.379 -2.673 -0.248 0.239 0.318
H 1.157 -0.370 -2.465 0.147 0.093 0.073
H -0.839 1.024 -4.146 -0.306 -0.006 0.059
H -0.147 -0.523 -4.397 -0.107 -0.405 0.187
C 2.534 -4.235 -1.170 -0.052 -0.032 -0.064
C 1.215 -3.507 -1.217 0.060 0.063 -0.076
O 0.660 -3.229 -2.272 -0.095 0.209 -0.024
N 0.652 -3.140 -0.037 0.204 0.017 -0.029
C 1.164 -3.322 1.310 -0.326 0.139 -0.064
H 2.844 -4.446 -2.188 -0.027 0.011 -0.023
H 3.297 -3.625 -0.685 0.012 -0.041 0.044
H 2.438 -5.175 -0.627 0.044 0.015 0.049
H -0.233 -2.676 -0.161 -0.090 -0.089 0.129
H 0.453 -3.888 1.911 0.069 -0.040 0.059
H 1.298 -2.349 1.784 0.054 -0.067 0.154
H 2.113 -3.846 1.303 0.012 -0.019 -0.074
C 1.540 1.025 5.378 -0.037 -0.062 -0.009
C 1.337 0.142 4.172 -0.019 -0.053 0.011
O 0.355 -0.570 4.039 -0.027 0.073 -0.136
N 2.297 0.159 3.203 -0.016 0.269 -0.043
C 3.531 0.924 3.152 -0.116 -0.199 -0.084
H 0.693 0.894 6.042 -0.025 -0.025 -0.013
H 2.452 0.752 5.909 0.028 0.056 -0.006
H 1.604 2.075 5.088 0.061 0.009 0.028
H 2.090 -0.465 2.440 0.124 -0.059 -0.015
H 3.550 1.570 2.270 0.038 0.035 0.026
H 4.393 0.258 3.096 0.046 0.044 0.048
H 3.631 1.543 4.037 -0.003 0.006 0.031

Entry 2:
54
Properties=species:S:1:pos:R:3:forces:R:3 method="wB97M-V/def2-TZVPD" total_charge=+1 spin_multiplicity=1
C 3.551 -0.994 3.388 1.041 0.098 0.184
C 3.026 -2.294 2.522 -0.956 0.436 0.268
C 1.717 -1.828 1.653 1.063 0.524 0.618
O 1.540 -2.521 0.367 -0.920 2.341 0.033
C 0.569 -1.691 -0.393 -1.375 -1.739 0.336
C 1.174 -0.887 -1.663 0.973 -2.611 -1.383
C 2.789 -1.236 -1.922 0.575 -1.384 -0.085
O 3.453 -0.270 -2.812 -1.636 0.591 2.638
C 3.595 0.952 -2.008 0.808 1.880 -0.975
C 4.970 1.029 -1.103 -1.314 -0.112 0.836
C 2.251 1.289 -1.069 2.596 0.810 -0.198
N 1.012 0.611 -1.691 1.608 0.850 -0.766
C -0.304 1.168 -1.243 -3.620 1.950 0.125
C -0.300 2.166 0.045 0.664 0.010 0.681
C 0.004 1.493 1.498 0.411 1.338 0.845
I -2.377 2.973 0.183 1.078 -0.492 -0.294
H 4.720 -0.886 3.189 -2.529 -0.169 0.672
H 3.369 -1.095 4.556 0.427 0.059 -2.601
H 3.074 0.028 3.072 0.712 -1.979 0.408
H 2.670 -3.103 3.301 0.971 1.372 -1.855
H 3.861 -2.694 1.805 -1.680 0.693 1.475
H 1.893 -0.678 1.383 -0.584 -2.341 0.854
H 0.754 -2.011 2.293 1.650 0.721 -1.133
H -0.225 -2.473 -0.822 1.790 1.796 0.806
H -0.015 -1.062 0.401 1.077 -0.751 -1.875
H 0.631 -1.297 -2.644 0.986 1.099 2.251
H 2.883 -2.296 -2.462 -0.412 2.431 1.355
H 3.415 -1.277 -0.935 -1.531 -0.077 -1.640
H 3.683 1.848 -2.792 -0.285 -2.086 1.506
H 4.751 0.379 -0.127 0.814 1.420 -1.942
H 5.931 0.629 -1.636 -2.093 0.857 0.838
H 5.087 2.167 -0.784 -0.071 -2.512 -0.623
H 2.182 2.480 -1.123 -0.252 -2.871 0.402
H 2.512 0.885 -0.004 -1.121 0.828 -1.949
H 1.107 0.868 -2.723 -0.125 -0.504 1.578
H -1.158 0.362 -1.047 2.281 1.375 -0.475
H -0.743 1.820 -2.144 1.107 -1.474 1.939
H 0.375 3.142 -0.087 -1.564 -2.360 0.142
H -0.613 0.533 1.757 1.280 1.777 -0.798
H -0.309 2.303 2.318 0.689 -1.799 -1.844
H 1.178 1.361 1.652 -2.619 -0.031 -0.367
C -5.927 0.254 0.865 0.275 0.299 0.511
C -6.907 0.507 -0.251 -0.643 -0.043 -0.118
C -6.063 0.249 -1.479 0.161 0.079 -0.403
O -5.088 -0.738 -1.114 -0.050 0.168 0.243
C -5.106 -0.891 0.312 0.026 -0.429 -0.116
H -6.401 0.016 1.821 0.087 0.017 -0.112
H -5.290 1.136 1.008 -0.042 -0.085 0.048
H -7.724 -0.222 -0.199 0.066 0.131 -0.030
H -7.342 1.510 -0.235 0.050 -0.133 -0.032
H -5.525 1.151 -1.789 -0.078 0.069 -0.048
H -6.653 -0.114 -2.325 0.166 -0.026 0.064
H -5.571 -1.857 0.538 0.062 0.022 0.108
H -4.082 -0.897 0.696 0.006 -0.035 -0.101

Entry 3:
59
Properties=species:S:1:pos:R:3:forces:R:3 method="wB97M-V/def2-TZVPD" total_charge=+1 spin_multiplicity=1 de_lowest_kj_mol=6.1
Tl 0.452 -0.126 0.469 -0.605 -0.179 0.174
O 2.691 0.920 1.193 0.211 0.177 -0.014
C 3.960 0.699 0.549 0.147 -0.070 -0.076
C 3.827 -0.020 -0.775 0.145 0.060 -0.090
N 3.161 0.723 -1.845 -0.089 0.101 0.169
C 2.533 1.946 -1.632 0.225 -0.048 -0.072
C 0.436 2.918 -0.920 -0.184 0.216 0.024
O 1.024 3.936 -0.645 0.035 -0.079 0.048
O 1.094 1.769 -1.222 0.135 0.203 -0.205
C 2.604 -0.079 -2.917 0.074 0.055 -0.087
C 1.376 -0.927 -2.564 0.002 -0.043 0.006
O 0.651 -1.294 -3.467 -0.114 -0.026 -0.014
O 1.242 -1.220 -1.307 -0.137 -0.403 -0.016
H 2.384 1.808 0.975 0.110 0.089 0.129
H 4.531 0.055 1.218 0.010 0.048 -0.005
H 4.504 1.641 0.460 -0.037 0.034 0.017
H 3.299 -0.959 -0.596 0.051 0.029 -0.034
H 4.842 -0.268 -1.109 -0.004 -0.021 0.039
H 2.478 2.525 -2.554 -0.077 -0.026 0.015
H 3.027 2.552 -0.880 -0.027 0.007 0.036
H 3.372 -0.749 -3.315 -0.009 -0.010 0.042
H 2.306 0.579 -3.734 0.076 0.009 -0.030
C -2.762 -3.954 2.850 -0.043 0.038 -0.070
C -2.189 -2.736 2.082 0.038 0.017 0.004
N -0.860 -2.406 2.579 0.000 -0.136 0.030
C 0.035 -3.544 2.412 -0.017 0.037 -0.020
C -0.463 -4.747 3.252 0.067 -0.008 -0.043
N -1.753 -4.327 3.900 -0.026 -0.058 0.041
C -1.518 -3.169 4.829 0.017 0.075 0.040
C -0.926 -2.016 3.980 -0.016 -0.032 -0.039
H -2.906 -4.826 2.214 0.019 -0.014 0.017
H -3.699 -3.734 3.359 0.014 -0.011 0.028
H -2.836 -1.869 2.205 -0.005 0.003 -0.002
H -2.126 -2.956 1.017 0.003 0.006 -0.009
H 1.037 -3.255 2.724 0.006 -0.005 0.008
H 0.079 -3.807 1.356 -0.002 0.008 -0.010
H 0.225 -5.024 4.048 -0.025 0.007 0.023
H -0.672 -5.628 2.648 -0.026 0.001 0.012
H -2.118 -5.111 4.440 0.009 0.025 -0.015
H -0.845 -3.510 5.614 0.000 -0.028 -0.015
H -2.477 -2.915 5.277 -0.011 -0.026 -0.012
H 0.077 -1.764 4.322 0.007 -0.005 0.007
H -1.542 -1.123 4.072 -0.003 0.005 0.000
C -2.793 2.229 -3.441 -0.021 0.017 -0.038
Si -1.627 3.493 -2.722 -0.051 -0.064 0.033
C -2.481 5.112 -2.382 0.004 0.057 -0.031
C -0.145 3.728 -3.828 0.056 -0.041 0.020
C -1.038 2.776 -1.029 0.099 -0.029 -0.036
H -3.153 2.545 -4.422 -0.015 -0.001 -0.006
H -3.665 2.083 -2.800 -0.002 -0.010 0.006
H -2.293 1.266 -3.567 0.008 -0.004 -0.004
H -2.665 5.655 -3.311 -0.018 -0.002 -0.008
H -1.870 5.750 -1.741 0.011 0.008 0.000
H -3.445 4.958 -1.893 0.008 -0.002 0.035
H -0.444 4.205 -4.763 -0.004 -0.002 -0.011
H 0.313 2.768 -4.079 0.004 -0.008 -0.004
H 0.608 4.361 -3.355 0.005 0.030 -0.021
H -1.342 1.729 -1.002 -0.004 0.022 0.046
H -1.517 3.337 -0.227 -0.023 0.006 -0.010

Entry 4:
53
Properties=species:S:1:pos:R:3:forces:R:3 method="wB97M-V/def2-TZVPD" spin_multiplicity=1 de_lowest_kj_mol=0.0 smiles="CCCCCCCCCCCC(=O)N(CCO)CCO"
C -5.456 -3.049 0.546 -0.115 0.211 -0.116
C -5.330 -1.623 0.022 0.263 -0.193 0.159
C -3.924 -1.064 0.225 -0.407 0.269 -0.214
C -3.791 0.365 -0.295 0.370 -0.236 0.236
C -2.376 0.907 -0.108 -0.356 0.265 -0.201
C -2.237 2.336 -0.633 0.297 -0.184 -0.023
C -0.787 2.820 -0.669 -0.246 0.071 0.290
C -0.184 3.000 0.723 0.166 0.136 -0.236
C 1.269 3.481 0.701 -0.098 -0.198 -0.027
C 2.234 2.567 -0.054 0.027 0.015 0.223
C 2.187 1.121 0.436 0.143 0.480 -0.234
C 3.262 0.287 -0.230 -0.351 -0.221 0.143
O 4.202 0.786 -0.827 0.302 0.318 -0.078
N 3.136 -1.067 -0.153 0.083 -0.208 -0.166
C 2.100 -1.772 0.568 -0.531 -0.025 -0.161
C 0.966 -2.226 -0.372 0.346 -0.246 0.301
O 0.374 -1.158 -1.066 -0.109 0.344 -0.220
C 4.179 -1.873 -0.763 0.434 0.113 0.070
C 5.329 -2.156 0.215 -0.137 -0.275 -0.272
O 5.804 -0.996 0.840 0.134 0.379 0.074
H -4.758 -3.707 0.032 0.064 -0.119 -0.024
H -5.237 -3.084 1.611 0.021 -0.061 0.118
H -6.463 -3.428 0.390 -0.069 -0.129 0.029
H -5.574 -1.606 -1.043 -0.054 0.075 -0.028
H -6.051 -0.983 0.536 -0.043 0.062 -0.058
H -3.202 -1.700 -0.292 0.085 -0.071 0.024
H -3.680 -1.085 1.290 0.073 -0.048 0.062
H -4.049 0.386 -1.356 -0.061 0.049 -0.056
H -4.500 1.011 0.229 -0.087 0.047 -0.032
H -1.672 0.257 -0.633 0.077 -0.033 0.049
H -2.128 0.878 0.955 0.085 -0.071 0.063
H -2.638 2.373 -1.649 -0.092 0.030 -0.009
H -2.835 3.012 -0.018 -0.080 0.071 -0.021
H -0.201 2.097 -1.238 0.089 -0.023 -0.121
H -0.741 3.775 -1.197 0.101 0.015 -0.077
H -0.245 2.061 1.273 -0.055 -0.047 0.103
H -0.780 3.734 1.271 -0.073 -0.055 0.065
H 1.309 4.473 0.245 0.019 0.072 0.057
H 1.612 3.582 1.735 0.054 0.083 0.021
H 2.011 2.589 -1.122 0.073 0.005 -0.051
H 3.251 2.946 0.066 -0.042 -0.018 -0.117
H 2.368 1.097 1.515 -0.085 -0.086 0.069
H 1.204 0.697 0.238 0.010 -0.095 0.146
H 2.537 -2.655 1.042 -0.007 0.055 0.068
H 1.692 -1.135 1.352 0.031 -0.079 0.003
H 1.349 -2.975 -1.081 -0.034 0.000 0.111
H 0.168 -2.682 0.217 0.084 -0.063 -0.023
H 1.046 -0.741 -1.620 -0.023 -0.077 0.011
H 3.755 -2.813 -1.120 -0.001 0.011 -0.021
H 4.570 -1.308 -1.614 -0.088 -0.208 0.060
H 6.135 -2.663 -0.338 -0.158 -0.047 0.069
H 4.998 -2.819 1.022 0.021 -0.030 -0.101
H 5.792 -0.272 0.197 -0.048 -0.029 0.062

| no. | E_HOMO (eV) |
| --- | --- |
| 1 | -12.4 |
| 2 | -11.5 |
| 3 | -10.2 |
| 4 | -9.4 |